54
Properties=species:S:1:pos:R:3 method="wB97M-V/def2-TZVPD" e_above_lowest_kj_mol=0.0 charge=-2 homo_lumo_gap_ha=0.20349 lumo_ev=3.8 total_energy_ha=-16754.08343 homo_energy_ha=-0.064
Tl -1.152 -2.064 1.237
Br -2.333 0.412 3.853
C -3.522 1.485 2.781
Br -3.678 0.815 0.989
H -3.115 2.486 2.741
H -4.500 1.462 3.244
C -2.808 -4.207 -2.176
C -2.937 -3.377 -0.914
S -2.248 -1.757 -1.032
C -3.423 -3.910 0.224
C -3.905 -5.338 0.307
S -3.404 -3.110 1.782
H -2.203 -3.673 -2.906
H -3.781 -4.421 -2.628
H -2.309 -5.157 -1.968
H -4.140 -5.758 -0.672
H -4.797 -5.401 0.932
H -3.131 -5.952 0.778
Se 2.545 -4.785 3.934
Sb 2.152 -3.535 1.906
Se 0.945 -1.229 2.488
Se 0.263 -4.419 0.562
Se 4.143 -2.966 0.631
C 1.473 3.945 -1.776
C 0.426 2.850 -1.617
C -0.956 3.468 -1.416
Sb 0.667 1.244 -0.114
C 2.230 0.075 -1.051
C 1.564 -1.051 -1.836
C 3.222 0.829 -1.926
C 1.832 2.183 1.490
C 2.986 3.119 1.158
C 0.862 2.837 2.469
H 1.289 4.524 -2.691
H 2.489 3.555 -1.827
H 1.425 4.649 -0.942
H 0.400 2.259 -2.543
H -1.002 4.020 -0.471
H -1.739 2.708 -1.386
H -1.197 4.176 -2.219
H 2.758 -0.380 -0.206
H 0.944 -0.662 -2.652
H 0.927 -1.673 -1.202
H 2.326 -1.715 -2.254
H 2.733 1.261 -2.804
H 3.991 0.135 -2.285
H 3.729 1.635 -1.395
H 2.244 1.286 1.965
H 2.640 4.058 0.722
H 3.698 2.667 0.468
H 3.534 3.371 2.075
H 0.350 3.692 2.010
H 1.389 3.208 3.357
H 0.101 2.128 2.805